Entry 1:
Entry from the Open Molecules 2025 dataset: a single C4H11NS2 molecule at a distorted geometry (ωB97M-V/def2-TZVPD).

Values from the calculation:
- ΔE to the lowest compared entry with this formula, charge and spin: 180.4 kJ/mol
- SMILES: CCNCCSS
- Kohn-Sham gap: 7.75 eV
- HOMO energy: -8.766 eV
- M: 137.27 g mol⁻¹
- E: -27485.3954 eV

Cartesian coordinates (Å):
C (1.34, -1.98, -1.16)
C (0.98, -0.54, -0.82)
N (-0.45, -0.20, -0.80)
C (-0.43, 1.25, -0.37)
C (-1.69, 1.56, 0.44)
S (-1.97, 0.62, 1.83)
S (0.28, 0.38, 2.77)
H (0.78, -2.36, -2.01)
H (2.41, -2.07, -1.37)
H (1.09, -2.64, -0.34)
H (1.49, -0.31, 0.16)
H (1.36, 0.18, -1.56)
H (-0.97, -0.56, 0.00)
H (-0.39, 1.89, -1.27)
H (0.41, 1.48, 0.25)
H (-2.66, 1.47, -0.08)
H (-1.56, 2.54, 0.88)
H (-0.02, -0.72, 3.46)

=====

Entry 2:
Entry from the Open Molecules 2025 dataset: a single C4H9N3O molecule at a distorted geometry (ωB97M-V/def2-TZVPD).

Values from the calculation:
- ΔE to the lowest compared entry with this formula, charge and spin: 334.4 kJ/mol
- SMILES: C=CN/C(=N\N)OC
- Kohn-Sham gap: 9.48 eV
- HOMO energy: -8.361 eV
- M: 115.14 g mol⁻¹
- E: -10808.9956 eV

Cartesian coordinates (Å):
C (2.89, -0.31, 0.53)
C (1.92, -0.75, -0.40)
N (0.86, 0.16, -0.85)
C (-0.43, -0.04, -0.24)
N (-1.21, 0.98, 0.10)
N (-0.57, 2.24, 0.02)
O (-0.94, -1.27, -0.23)
C (-2.29, -1.38, 0.20)
H (3.57, -1.05, 0.95)
H (2.96, 0.73, 0.89)
H (2.05, -1.71, -0.86)
H (1.01, 1.13, -0.58)
H (-0.77, 2.65, -0.96)
H (-1.12, 2.82, 0.64)
H (-2.57, -0.64, 0.87)
H (-2.43, -2.34, 0.67)
H (-2.93, -1.22, -0.73)

=====

Entry 3:
Entry from the Open Molecules 2025 dataset: a molecular structure, C3HNaO2 at a distorted geometry (ωB97M-V/def2-TZVPD).

Values from the calculation:
- ΔE to the lowest compared entry with this formula, charge and spin: 262.0 kJ/mol
- Kohn-Sham gap: 5.59 eV
- HOMO energy: -7.313 eV
- M: 92.03 g mol⁻¹
- E: -11633.4739 eV

Cartesian coordinates (Å):
C (0.81, -0.05, -0.69)
O (-0.12, 0.76, -0.36)
O (0.75, -1.15, 0.14)
C (-0.39, -1.23, 0.92)
C (-1.21, -0.25, 0.85)
H (-2.25, 0.05, 0.86)
Na (2.41, 1.86, -1.73)

=====

Entry 4:
Entry from the Open Molecules 2025 dataset: 5 unconnected molecules or ions with the total composition C33H62FN3O12S5 at a distorted geometry (ωB97M-V/def2-TZVPD).

Values from the calculation:
- SMILES: C=CC[C@H](N(CC=O)N(C)C(C)=O)[C@@](S)(NCCC)O[C@H](F)C[C@@H]1CO1.O=S1(=O)CCCC1.O=S1(=O)CCCC1.O=S1(=O)CCCC1.O=S1(=O)CCCC1
- Kohn-Sham gap: 6.41 eV
- HOMO energy: -7.031 eV
- M: 872.20 g mol⁻¹
- E: -121142.9400 eV

Cartesian coordinates (Å):
C (0.99, 0.12, 2.42)
C (1.12, 1.23, 1.50)
C (0.18, 1.41, 0.19)
C (0.28, 0.14, -0.80)
N (1.51, 0.10, -1.62)
C (2.23, -1.19, -1.55)
C (1.33, -2.46, -2.05)
O (0.89, -3.34, -1.28)
N (2.30, 1.23, -1.55)
C (3.55, 1.10, -0.74)
C (2.76, 1.69, -2.90)
C (3.59, 0.79, -3.92)
O (2.50, 2.87, -3.29)
C (-1.05, 0.03, -1.78)
S (-0.36, 0.17, -3.54)
N (-1.65, -1.30, -1.71)
C (-2.16, -1.70, -0.38)
C (-3.47, -2.63, -0.65)
C (-4.07, -3.13, 0.74)
O (-1.92, 1.17, -1.62)
C (-3.26, 0.97, -2.04)
F (-3.47, 0.82, -3.45)
C (-4.06, 2.33, -1.64)
C (-5.68, 1.96, -2.04)
C (-6.34, 2.97, -3.23)
O (-6.69, 2.99, -1.64)
H (1.61, -0.84, 2.23)
H (0.28, 0.11, 3.32)
H (1.96, 1.99, 1.68)
H (-0.88, 1.48, 0.64)
H (0.35, 2.40, -0.34)
H (0.36, -0.77, -0.09)
H (3.19, -1.27, -2.15)
H (2.43, -1.43, -0.44)
H (1.17, -2.53, -3.20)
H (3.95, 2.15, -0.48)
H (4.42, 0.58, -1.29)
H (3.43, 0.55, 0.25)
H (4.10, 1.38, -4.74)
H (2.88, -0.01, -4.34)
H (4.43, 0.18, -3.40)
H (-0.04, 1.54, -3.60)
H (-2.26, -1.54, -2.49)
H (-2.50, -0.82, 0.28)
H (-1.45, -2.32, 0.25)
H (-4.23, -2.07, -1.31)
H (-3.11, -3.51, -1.29)
H (-4.49, -2.24, 1.32)
H (-3.22, -3.65, 1.31)
H (-4.90, -3.88, 0.49)
H (-3.83, 0.13, -1.52)
H (-4.06, 2.52, -0.52)
H (-3.77, 3.22, -2.28)
H (-5.99, 0.81, -2.06)
H (-6.65, 1.97, -3.77)
H (-7.39, 3.38, -3.31)
O (-0.35, -1.57, 4.88)
S (0.77, -1.25, 5.75)
O (1.72, -0.21, 5.44)
C (0.14, -0.99, 7.40)
C (0.15, -2.37, 8.03)
C (1.47, -3.01, 7.61)
C (1.65, -2.77, 6.11)
H (-0.85, -0.54, 7.35)
H (0.83, -0.31, 7.91)
H (0.05, -2.32, 9.12)
H (-0.69, -2.96, 7.64)
H (2.29, -2.54, 8.16)
H (1.49, -4.08, 7.84)
H (2.70, -2.65, 5.85)
H (1.20, -3.57, 5.52)
O (-0.04, 2.50, 6.45)
S (0.54, 3.75, 6.00)
O (1.62, 4.40, 6.70)
C (0.98, 3.57, 4.28)
C (-0.27, 3.97, 3.52)
C (-0.81, 5.21, 4.23)
C (-0.78, 4.93, 5.74)
H (1.30, 2.54, 4.08)
H (1.80, 4.26, 4.07)
H (-0.06, 4.17, 2.47)
H (-1.02, 3.17, 3.57)
H (-0.17, 6.07, 4.01)
H (-1.82, 5.47, 3.90)
H (-0.58, 5.83, 6.32)
H (-1.72, 4.47, 6.07)
O (5.09, -4.62, -2.16)
S (4.82, -4.11, -0.83)
O (4.63, -2.70, -0.57)
C (3.44, -5.01, -0.15)
C (4.08, -6.21, 0.54)
C (5.31, -5.67, 1.26)
C (6.06, -4.75, 0.29)
H (2.75, -5.29, -0.94)
H (2.95, -4.36, 0.58)
H (3.39, -6.70, 1.22)
H (4.39, -6.95, -0.21)
H (4.99, -5.09, 2.14)
H (5.96, -6.47, 1.62)
H (6.54, -3.93, 0.80)
H (6.79, -5.31, -0.30)
O (-4.18, 3.75, -5.99)
S (-3.92, 2.95, -7.17)
O (-4.96, 2.61, -8.11)
C (-2.56, 3.69, -8.05)
C (-1.32, 3.05, -7.45)
C (-1.65, 1.56, -7.30)
C (-3.05, 1.47, -6.67)
H (-2.58, 4.78, -7.93)
H (-2.66, 3.43, -9.11)
H (-0.44, 3.20, -8.07)
H (-1.11, 3.48, -6.46)
H (-1.66, 1.09, -8.28)
H (-0.91, 1.04, -6.68)
H (-3.59, 0.60, -7.03)
H (-3.00, 1.45, -5.58)

=====

Entry 5:
Entry from the Open Molecules 2025 dataset: a single C3H9NOS2 molecule at a distorted geometry (ωB97M-V/def2-TZVPD).

Values from the calculation:
- ΔE to the lowest compared entry with this formula, charge and spin: 235.6 kJ/mol
- SMILES: N[C@@H](CO)CSS
- Kohn-Sham gap: 9.10 eV
- HOMO energy: -8.684 eV
- M: 139.25 g mol⁻¹
- E: -28462.9975 eV

Cartesian coordinates (Å):
N (1.79, -0.37, 0.51)
C (0.38, 0.16, 0.11)
C (0.62, 0.66, -1.26)
O (1.76, 1.42, -1.43)
C (-0.79, -0.83, 0.15)
S (-1.31, -1.10, 1.93)
S (-3.26, -0.40, 1.94)
H (1.91, -0.96, 1.39)
H (2.49, 0.45, 0.44)
H (0.27, 1.00, 1.10)
H (0.84, -0.22, -1.88)
H (-0.33, 1.06, -1.85)
H (1.61, 2.34, -1.21)
H (-0.54, -1.60, -0.57)
H (-1.68, -0.42, -0.35)
H (-3.78, -1.18, 0.98)

=====

Entry 6:
Entry from the Open Molecules 2025 dataset: a single C20H27N3O4S molecule at a distorted geometry (ωB97M-V/def2-TZVPD).

Values from the calculation:
- ΔE to the lowest compared entry with this formula, charge and spin: 132.1 kJ/mol
- SMILES: CCOc1cc(NC(=S)NCC(C)C)c(OCC)cc1NC(=O)c1ccco1
- Kohn-Sham gap: 7.99 eV
- HOMO energy: -7.593 eV
- M: 405.52 g mol⁻¹
- E: -44674.0242 eV

Cartesian coordinates (Å):
C (0.89, 2.51, 3.25)
C (1.96, 2.33, 2.18)
O (1.43, 2.06, 0.89)
C (0.86, 0.81, 0.74)
C (-0.50, 0.62, 0.95)
C (-1.08, -0.63, 0.77)
N (-2.43, -0.89, 0.98)
C (-3.53, -0.11, 0.72)
S (-5.01, -0.68, 1.20)
N (-3.34, 1.07, 0.11)
C (-4.41, 1.91, -0.34)
C (-4.62, 1.87, -1.87)
C (-4.94, 0.45, -2.33)
C (-3.42, 2.42, -2.61)
C (-0.26, -1.73, 0.44)
O (-0.89, -2.93, 0.35)
C (-0.13, -4.09, 0.07)
C (-1.09, -5.27, 0.09)
C (1.10, -1.54, 0.22)
C (1.66, -0.27, 0.35)
N (3.00, -0.01, 0.09)
C (4.00, -0.88, -0.23)
O (3.88, -2.08, -0.33)
C (5.29, -0.20, -0.44)
C (6.51, -0.73, -0.78)
C (7.41, 0.35, -0.86)
C (6.68, 1.46, -0.56)
O (5.40, 1.14, -0.30)
H (0.19, 3.29, 2.96)
H (1.36, 2.80, 4.19)
H (0.34, 1.58, 3.41)
H (2.65, 1.53, 2.48)
H (2.53, 3.26, 2.05)
H (-1.09, 1.45, 1.28)
H (-2.65, -1.84, 1.23)
H (-2.44, 1.23, -0.32)
H (-5.32, 1.58, 0.17)
H (-4.20, 2.94, -0.04)
H (-5.49, 2.51, -2.08)
H (-5.78, 0.04, -1.77)
H (-5.18, 0.44, -3.39)
H (-4.09, -0.21, -2.17)
H (-2.55, 1.78, -2.50)
H (-3.63, 2.49, -3.68)
H (-3.16, 3.42, -2.26)
H (0.65, -4.22, 0.82)
H (0.34, -4.00, -0.92)
H (-1.87, -5.14, -0.65)
H (-0.54, -6.19, -0.13)
H (-1.55, -5.36, 1.07)
H (1.74, -2.35, -0.06)
H (3.23, 0.98, 0.12)
H (6.71, -1.77, -0.96)
H (8.45, 0.31, -1.10)
H (6.94, 2.50, -0.49)

=====

Entry 7:
Entry from the Open Molecules 2025 dataset: a molecular structure, C28H20CuF12N6O16S4 at a distorted geometry (ωB97M-V/def2-TZVPD).

Values from the calculation:
- 2S+1: 2
- ΔE to the lowest compared entry with this formula, charge and spin: 989.8 kJ/mol
- Kohn-Sham gap (spin up / spin down): 5.11 / 2.80 eV
- HOMO energy (spin up / spin down): -8.833 / -8.833 eV
- M: 1116.28 g mol⁻¹
- E: -191626.7679 eV

Cartesian coordinates (Å):
Cu (-14.21, 14.49, 2.79)
C (-11.50, 15.06, 8.28)
F (-12.42, 14.58, 9.06)
F (-10.68, 15.86, 8.95)
F (-10.83, 14.02, 7.76)
S (-12.45, 16.12, 6.87)
O (-13.88, 15.71, 6.72)
O (-12.30, 17.50, 7.30)
N (-11.70, 15.78, 5.29)
S (-10.40, 16.60, 5.36)
O (-10.32, 17.75, 4.44)
O (-9.77, 16.86, 6.67)
C (-9.19, 15.30, 4.59)
F (-9.26, 14.21, 5.33)
F (-9.41, 15.09, 3.32)
F (-7.93, 15.71, 4.69)
C (-18.62, 10.82, 3.07)
F (-17.78, 10.35, 2.09)
F (-19.47, 11.61, 2.40)
F (-19.30, 9.83, 3.68)
S (-17.66, 11.83, 4.43)
O (-17.82, 13.24, 4.06)
O (-18.21, 11.44, 5.75)
N (-15.97, 11.48, 4.11)
S (-15.82, 10.27, 5.16)
O (-15.55, 10.70, 6.51)
O (-16.69, 9.13, 5.01)
C (-14.10, 9.55, 4.55)
F (-13.69, 8.79, 5.54)
F (-14.35, 8.76, 3.51)
F (-13.25, 10.52, 4.29)
C (-9.33, 8.23, -3.43)
C (-8.99, 8.77, -2.21)
C (-9.95, 9.55, -1.47)
C (-11.20, 9.79, -2.12)
C (-11.40, 9.34, -3.41)
C (-10.57, 8.57, -4.07)
N (-12.28, 10.53, -1.44)
O (-11.94, 11.29, -0.51)
O (-13.43, 10.53, -1.85)
H (-8.55, 7.68, -3.92)
H (-8.05, 8.43, -1.78)
H (-9.86, 9.88, -0.45)
H (-12.34, 9.69, -3.83)
H (-10.78, 8.18, -5.05)
C (-22.00, 16.55, -3.37)
C (-21.02, 16.35, -4.30)
C (-19.74, 16.03, -3.90)
C (-19.36, 15.91, -2.51)
C (-20.41, 16.14, -1.55)
C (-21.68, 16.45, -2.01)
N (-17.99, 15.47, -2.15)
O (-17.14, 15.54, -3.05)
O (-17.70, 15.23, -0.98)
H (-23.04, 16.71, -3.60)
H (-21.28, 16.35, -5.35)
H (-19.08, 15.76, -4.71)
H (-20.25, 16.09, -0.48)
H (-22.48, 16.60, -1.30)
C (-21.34, 20.35, 4.39)
C (-21.23, 20.53, 2.98)
C (-20.06, 20.21, 2.38)
C (-19.05, 19.64, 3.07)
C (-19.20, 19.32, 4.45)
C (-20.36, 19.69, 5.13)
N (-17.81, 19.19, 2.39)
O (-16.97, 18.50, 3.01)
O (-17.58, 19.63, 1.25)
H (-22.26, 20.79, 4.74)
H (-22.09, 20.88, 2.44)
H (-20.02, 20.41, 1.32)
H (-18.50, 18.87, 5.13)
H (-20.50, 19.50, 6.18)
C (-9.44, 21.79, -2.49)
C (-10.40, 21.55, -1.52)
C (-11.06, 20.32, -1.42)
C (-10.53, 19.18, -1.99)
C (-9.46, 19.36, -2.95)
C (-8.97, 20.69, -3.20)
N (-11.10, 17.85, -1.69)
O (-11.76, 17.68, -0.65)
O (-10.82, 16.89, -2.40)
H (-9.02, 22.77, -2.69)
H (-10.93, 22.39, -1.10)
H (-11.97, 20.33, -0.84)
H (-9.10, 18.47, -3.45)
H (-8.36, 20.86, -4.07)

=====

Entry 8:
Entry from the Open Molecules 2025 dataset: 2 unconnected molecules or ions with the total composition C42H50Br2O9 (ωB97M-V/def2-TZVPD).

Values from the calculation:
- SMILES: CC(=O)OCC[C@]1([C@H](Br)[C@H](C)Br)OC(=O)O[C@@H]1CCOCCOc1ccc(C(C)(C)CC(C)(C)C)cc1.O=C1c2ccccc2C(=O)c2ccccc21
- Kohn-Sham gap: 7.40 eV
- HOMO energy: -8.489 eV
- M: 858.66 g mol⁻¹
- E: -202878.7337 eV

Cartesian coordinates (Å):
C (-0.79, -3.51, 3.48)
C (-0.15, -3.25, 2.15)
O (-0.11, -4.04, 1.25)
O (0.36, -2.01, 2.08)
C (0.76, -1.57, 0.77)
C (-0.39, -1.43, -0.23)
C (-0.93, 0.00, -0.44)
C (-0.98, 0.28, -1.97)
Br (0.84, 0.30, -2.64)
C (-1.80, 1.49, -2.44)
C (-2.31, 1.31, -3.89)
Br (-0.86, 3.20, -2.31)
O (-0.11, 1.00, 0.18)
C (-0.89, 1.97, 0.73)
O (-0.48, 2.93, 1.29)
O (-2.20, 1.68, 0.52)
C (-2.29, 0.28, 0.24)
C (-2.52, -0.49, 1.55)
C (-3.29, 0.31, 2.59)
O (-2.31, 1.01, 3.32)
C (-2.77, 1.84, 4.37)
C (-1.88, 1.62, 5.60)
O (-1.36, 2.84, 6.12)
C (-0.10, 3.13, 5.62)
C (1.01, 2.89, 6.40)
C (2.27, 3.16, 5.89)
C (2.46, 3.67, 4.61)
C (3.84, 3.94, 4.03)
C (4.84, 4.31, 5.13)
C (3.77, 5.18, 3.11)
C (4.33, 2.78, 3.12)
C (4.39, 1.32, 3.61)
C (5.05, 0.53, 2.46)
C (2.99, 0.70, 3.82)
C (5.26, 1.13, 4.86)
C (1.32, 3.90, 3.85)
C (0.05, 3.64, 4.34)
H (-1.87, -3.40, 3.38)
H (-0.56, -4.52, 3.81)
H (-0.45, -2.81, 4.24)
H (1.27, -0.63, 0.93)
H (1.49, -2.27, 0.37)
H (-0.03, -1.81, -1.18)
H (-1.23, -2.07, 0.05)
H (-1.44, -0.59, -2.45)
H (-2.65, 1.63, -1.78)
H (-3.36, 1.60, -3.93)
H (-2.26, 0.27, -4.19)
H (-1.77, 1.94, -4.58)
H (-3.12, 0.09, -0.44)
H (-2.98, -1.46, 1.36)
H (-1.55, -0.68, 2.00)
H (-3.84, -0.38, 3.24)
H (-4.01, 0.99, 2.13)
H (-3.82, 1.64, 4.59)
H (-2.70, 2.89, 4.06)
H (-1.05, 0.99, 5.29)
H (-2.44, 1.15, 6.40)
H (0.87, 2.50, 7.39)
H (3.12, 2.94, 6.53)
H (4.51, 5.25, 5.58)
H (4.87, 3.58, 5.93)
H (5.84, 4.44, 4.72)
H (4.79, 5.50, 2.89)
H (3.23, 5.99, 3.59)
H (3.31, 4.94, 2.15)
H (3.68, 2.78, 2.24)
H (5.32, 3.07, 2.76)
H (5.94, 1.06, 2.10)
H (5.37, -0.46, 2.79)
H (4.38, 0.44, 1.61)
H (3.00, -0.34, 3.48)
H (2.21, 1.24, 3.28)
H (2.72, 0.67, 4.87)
H (6.07, 1.86, 4.89)
H (4.68, 1.19, 5.79)
H (5.74, 0.15, 4.84)
H (1.38, 4.27, 2.84)
H (-0.81, 3.82, 3.72)
O (-0.97, -6.16, -7.58)
C (-1.60, -5.14, -7.74)
C (-2.73, -5.07, -8.71)
C (-3.08, -6.22, -9.42)
C (-4.14, -6.19, -10.31)
C (-4.86, -5.01, -10.49)
C (-4.52, -3.87, -9.80)
C (-3.45, -3.89, -8.91)
C (-3.09, -2.64, -8.19)
O (-3.68, -1.60, -8.39)
C (-1.97, -2.71, -7.20)
C (-1.63, -1.57, -6.48)
C (-0.61, -1.61, -5.54)
C (0.07, -2.80, -5.31)
C (-0.26, -3.94, -6.03)
C (-1.28, -3.90, -6.97)
H (-2.51, -7.12, -9.27)
H (-4.41, -7.08, -10.86)
H (-5.70, -4.99, -11.18)
H (-5.07, -2.95, -9.94)
H (-2.17, -0.65, -6.67)
H (-0.35, -0.73, -4.99)
H (0.86, -2.84, -4.57)
H (0.27, -4.87, -5.86)

=====

Entry 9:
Entry from the Open Molecules 2025 dataset: a molecular structure, H18KrO9 (ωB97M-V/def2-TZVPD).

Values from the calculation:
- ΔE to the lowest compared entry with this formula, charge and spin: 62.4 kJ/mol
- Kohn-Sham gap: 10.43 eV
- HOMO energy: -10.518 eV
- M: 245.94 g mol⁻¹
- E: -93649.5423 eV

Cartesian coordinates (Å):
Kr (10.93, 12.72, 2.11)
O (10.26, 12.33, 5.39)
H (10.03, 11.89, 6.21)
H (9.43, 12.61, 5.02)
O (13.71, 13.93, 3.58)
H (13.40, 13.03, 3.65)
H (13.00, 14.46, 3.95)
O (11.76, 15.24, 5.35)
H (11.38, 15.49, 4.52)
H (11.53, 14.31, 5.45)
O (10.09, 14.71, -1.38)
H (10.10, 13.77, -1.21)
H (11.02, 14.95, -1.46)
O (10.81, 12.06, -1.37)
H (11.13, 11.23, -1.03)
H (11.43, 12.29, -2.06)
O (8.23, 13.91, 4.43)
H (7.87, 14.27, 3.62)
H (8.18, 14.62, 5.06)
O (12.75, 11.37, 4.51)
H (13.05, 11.16, 5.39)
H (11.81, 11.47, 4.58)
O (8.16, 10.66, 1.88)
H (7.54, 10.95, 1.21)
H (8.85, 11.32, 1.87)
O (14.12, 9.43, 3.12)
H (13.49, 10.06, 3.49)
H (14.35, 8.87, 3.86)